No. 1
This record from OMol25 describes a structure of composition C43H54BCoN7OS3 at a distorted geometry. The level of theory is ωB97M-V/def2-TZVPD.

The geometry in XYZ format:
```
110
Properties=species:S:1:pos:R:3:forces:R:3:mulliken_charge:R:1
Co 1.18008 0.23723 -0.56226 1.7 0.3 -0.3 1.362
C 0.30268 3.03735 4.02406 0.0 0.0 0.1 -1.505
C 0.72781 1.78629 3.33820 0.1 0.0 0.0 0.158
C 1.18146 0.60646 3.88080 -0.1 0.2 -0.1 -0.868
C 1.40913 -0.25216 2.79582 0.2 -0.1 -0.1 -0.497
N 1.13579 0.39195 1.65685 -0.2 -0.3 -0.1 0.884
N 0.71134 1.62768 2.00460 0.0 -0.1 0.1 1.060
B 0.38660 2.63687 0.91874 -0.1 0.2 0.0 -1.370
N 1.60941 2.93107 0.02662 -0.1 -0.1 0.0 0.435
N 1.98569 2.04483 -0.93561 -0.2 0.3 0.1 -0.098
C 2.89053 2.65756 -1.69876 0.1 -0.1 -0.1 -0.403
C 3.13260 3.93955 -1.18590 -0.1 0.0 0.1 -1.000
C 2.29560 4.07787 -0.10584 -0.1 0.0 0.1 0.314
C 2.10672 5.23574 0.80972 0.1 0.1 0.0 -1.435
C 3.51442 2.16171 -2.98696 0.0 0.1 0.0 3.239
C 3.22535 3.22738 -4.06015 0.0 -0.1 0.0 -1.798
C 2.94118 0.84383 -3.48137 -0.1 0.0 0.0 -2.202
C 5.02977 2.03342 -2.80735 0.0 0.0 0.0 -1.844
N -0.75230 2.12123 0.00128 0.2 0.0 -0.2 0.629
N -0.51304 1.21961 -0.99814 -0.8 -0.2 0.2 0.641
C -1.61003 1.21078 -1.76879 0.2 0.0 -0.2 -0.679
C -2.55141 2.10868 -1.25312 0.1 0.0 0.0 -1.073
C -1.97169 2.66256 -0.14172 0.1 0.2 0.2 0.253
C -2.50286 3.70092 0.78480 -0.1 0.0 0.0 -1.518
C -1.84957 0.44312 -3.05219 0.0 0.0 0.0 3.346
C -0.57912 -0.14986 -3.63718 0.0 -0.1 -0.1 -1.047
C -2.41731 1.42442 -4.09199 0.0 0.0 0.0 -2.114
C -2.90620 -0.64654 -2.82203 0.0 0.0 -0.1 -1.662
C 1.94357 -1.66378 2.94403 0.0 0.0 0.1 2.666
C 3.46319 -1.59117 3.15318 0.0 0.0 0.0 -1.813
C 1.33920 -2.31143 4.20125 0.0 0.0 0.0 -1.828
C 1.62044 -2.56107 1.74955 0.0 -0.1 0.0 -1.130
H 0.40344 2.90321 5.10067 0.0 0.0 0.0 0.451
H -0.73758 3.28160 3.80946 -0.1 0.0 0.0 0.157
H 0.90689 3.89496 3.72980 0.0 0.0 0.0 0.204
H 1.31614 0.40002 4.92437 0.0 0.0 0.1 0.622
H 0.03307 3.64864 1.44346 0.0 0.1 0.0 -0.077
H 3.81218 4.67588 -1.56956 0.1 0.1 0.0 0.575
H 2.80101 6.02924 0.54045 0.0 0.0 0.0 0.419
H 2.29528 4.95720 1.84549 0.0 0.0 0.1 0.203
H 1.09478 5.63218 0.75442 -0.1 0.0 0.0 0.230
H 2.15221 3.36772 -4.19086 -0.1 0.0 0.0 0.342
H 3.64780 2.90885 -5.01311 0.0 0.0 -0.1 0.486
H 3.66116 4.19040 -3.80506 0.0 0.1 0.0 0.352
H 1.85662 0.88082 -3.51890 0.0 0.0 0.0 -0.191
H 3.23592 0.01371 -2.85283 0.0 -0.1 0.1 0.363
H 3.30735 0.65334 -4.49138 0.0 0.0 0.0 0.682
H 5.46914 2.97713 -2.48617 0.0 0.1 0.0 0.354
H 5.48908 1.75382 -3.75568 0.0 0.0 -0.1 0.461
H 5.27114 1.26889 -2.06894 0.0 0.0 0.0 0.303
H -3.51960 2.33912 -1.65114 -0.2 0.0 0.0 0.582
H -3.56099 3.85935 0.57937 0.0 0.0 0.0 0.444
H -1.98535 4.65119 0.66224 0.0 0.0 0.0 0.294
H -2.39406 3.39789 1.82488 0.0 0.0 0.0 0.145
H 0.02285 0.63082 -4.09820 0.0 0.0 0.0 0.409
H -0.83731 -0.86952 -4.41610 0.0 0.0 -0.1 0.574
H 0.03525 -0.66331 -2.90572 0.0 0.0 0.1 -0.966
H -1.74756 2.27182 -4.23226 0.0 0.0 0.0 0.420
H -3.39296 1.80743 -3.80130 -0.1 0.0 0.0 0.378
H -2.53243 0.91565 -5.04883 0.0 -0.1 -0.1 0.475
H -2.53909 -1.44899 -2.19055 0.1 -0.1 0.1 0.155
H -3.18499 -1.08699 -3.78068 0.0 0.0 0.0 0.612
H -3.80343 -0.23927 -2.35753 0.0 0.1 0.0 0.226
H 3.70316 -1.02748 4.05477 0.0 0.0 0.1 0.391
H 3.95025 -1.11752 2.30314 0.0 0.0 0.0 0.248
H 3.86659 -2.59840 3.26278 0.0 -0.1 0.0 0.461
H 1.47941 -1.70601 5.09324 0.0 0.1 0.1 0.310
H 1.83670 -3.26672 4.37148 0.0 0.0 0.0 0.547
H 0.27367 -2.51672 4.09277 -0.1 0.0 0.0 0.263
H 2.39767 -2.49968 0.99954 0.0 0.0 0.0 0.081
H 0.67188 -2.29912 1.28508 -0.1 0.0 0.0 -0.309
H 1.56853 -3.60024 2.07935 0.0 -0.1 0.0 0.718
S 3.52323 -0.44621 -0.31558 -0.3 -0.1 -0.2 -0.443
C 2.87174 -1.78765 -1.14009 0.2 0.3 0.1 -0.081
N 1.59863 -1.76543 -1.43878 -0.5 -0.1 0.2 0.755
C 1.16088 -2.99174 -1.90950 0.2 0.0 -0.1 -1.395
C -0.15571 -3.34097 -2.18370 0.1 -0.1 -0.1 0.116
C -0.42715 -4.61473 -2.64064 0.0 -0.1 0.0 -1.244
C 0.59653 -5.54618 -2.82500 -0.1 0.0 0.0 -0.647
C 1.90657 -5.22071 -2.53325 0.1 0.0 0.0 -0.518
C 2.18084 -3.94207 -2.06805 -0.1 -0.1 0.0 0.877
S 3.69499 -3.26968 -1.53979 0.0 0.0 0.0 -0.391
H -0.93791 -2.62784 -2.01323 -0.1 0.2 0.1 0.788
H -1.45093 -4.89312 -2.85318 0.0 0.0 0.0 0.471
H 0.35967 -6.53747 -3.18276 0.0 -0.1 0.0 0.395
H 2.69330 -5.95042 -2.65539 0.1 0.0 0.0 0.414
O -1.07058 -1.31060 0.29728 -0.1 -0.1 0.0 -0.481
S -2.49251 -0.89436 0.47876 0.2 0.1 -0.4 0.535
C -2.66629 -0.27331 2.13096 0.0 -0.1 0.1 0.390
C -3.61982 0.70241 2.36424 0.0 0.0 0.2 -0.542
C -3.75938 1.20481 3.64969 0.0 0.0 0.0 -0.767
C -2.93766 0.73990 4.66710 0.0 0.0 0.0 -0.628
C -1.97437 -0.22569 4.40989 0.0 -0.1 0.0 -0.391
C -1.83466 -0.74071 3.13211 -0.1 0.1 0.0 0.011
C -3.39116 -2.43175 0.63240 0.0 0.0 0.2 0.873
C -4.77694 -2.42876 0.64073 0.0 0.0 0.0 -0.755
C -5.45087 -3.63503 0.72261 0.0 0.0 0.0 -0.816
C -4.73791 -4.82629 0.77951 -0.1 0.0 0.0 -0.527
C -3.35325 -4.81278 0.75248 0.1 -0.1 0.0 -1.016
C -2.66559 -3.60944 0.67706 -0.2 0.0 0.0 -0.171
H -4.23025 1.07384 1.55393 -0.1 0.0 -0.1 0.472
H -4.49688 1.96877 3.85334 0.0 0.0 0.0 0.420
H -3.04092 1.14103 5.66592 0.0 0.0 0.0 0.423
H -1.32360 -0.57046 5.20106 0.0 0.0 0.0 0.402
H -1.08234 -1.47432 2.88978 0.1 -0.1 0.0 -0.118
H -5.32423 -1.49774 0.58455 0.0 0.1 0.0 0.437
H -6.53149 -3.64833 0.73311 -0.1 0.0 0.0 0.440
H -5.26789 -5.76579 0.83808 0.0 -0.1 0.0 0.402
H -2.80171 -5.74263 0.78516 0.0 0.0 0.0 0.463
H -1.58726 -3.57163 0.63713 0.1 0.0 0.0 0.350
```
Forces are in eV/Å.

## Properties
**Calculated total energy**: -128759.3303 eV
**Net charge**: 0
**Strongest force on any atom**: 1.7 eV/Å
**HOMO (spin up / spin down)**: -7.41 / -7.42 eV
**2S+1**: 2

---

No. 2
This record from OMol25 describes the molecule C3H4N2O. The level of theory is ωB97M-V/def2-TZVPD.

The geometry in XYZ format:
```
10
Properties=species:S:1:pos:R:3:forces:R:3:mulliken_charge:R:1
O 2.90881 -0.08147 -0.05190 0.1 0.0 0.3 -0.330
C 0.79386 0.07852 -0.67229 0.3 -0.1 -0.1 0.717
N 1.84931 -0.51208 -0.90850 -0.7 0.3 0.0 -0.426
N -1.51171 -1.02136 0.67066 -0.1 0.4 -0.1 -0.571
C -1.48329 0.17943 0.25195 0.0 -0.2 0.0 0.021
C -0.34418 0.71476 -0.51252 0.2 -0.1 -0.1 -0.654
H 2.91305 -0.73439 0.66183 0.1 -0.1 -0.1 0.340
H -2.39067 -1.20630 1.15514 0.1 0.0 0.0 0.246
H -2.29892 0.89875 0.39833 0.1 -0.2 0.0 0.335
H -0.43627 1.68413 -0.99271 0.0 -0.1 0.0 0.322
```
Forces are in eV/Å.

## Properties
**Calculated total energy**: -8199.7184 eV
**Net charge**: 0
**Strongest force on any atom**: 0.8 eV/Å
**HOMO**: -9.64 eV
**2S+1**: 1

---

No. 3
This record from OMol25 describes a cluster of 2 separate species, C2H11N2O in total at a distorted geometry. The level of theory is ωB97M-V/def2-TZVPD.

The geometry in XYZ format:
```
16
Properties=species:S:1:pos:R:3:forces:R:3:mulliken_charge:R:1
C -0.96980 0.53125 -0.75050 -1.4 0.6 -0.4 -0.598
N 0.00124 0.11219 -1.79750 -1.0 0.1 2.0 -0.547
C -0.30189 1.42864 0.27911 1.2 0.3 -1.2 -0.533
N 0.95767 0.66565 0.69303 0.4 0.6 0.5 -0.255
H -1.51461 -0.31879 -0.33571 0.9 -0.5 0.6 0.381
H -1.89347 1.00332 -1.12666 0.6 0.7 -0.3 0.401
H -0.34435 -0.81488 -2.01286 0.6 0.2 -1.1 0.253
H -0.01885 0.79260 -2.54331 -0.1 -0.5 -0.5 0.229
H -0.84509 1.79703 1.13357 -0.4 -0.7 0.4 0.349
H 0.07385 2.37903 -0.18630 -0.2 -1.0 0.1 0.309
H 1.31815 0.98665 1.59531 0.0 0.1 -0.2 0.365
H 0.85305 -0.35008 0.76249 -0.5 -0.3 0.0 0.237
H 1.67297 0.80973 -0.02592 -0.1 -0.1 0.1 0.413
H 0.88089 -3.11008 2.00198 0.0 -0.1 0.0 0.316
H -0.30161 -3.24097 1.04148 -0.2 -0.2 0.0 0.316
O 0.43186 -2.67128 1.27177 0.3 0.6 0.0 -0.638
```
Forces are in eV/Å.

## Properties
**Calculated total energy**: -7273.6264 eV
**Net charge**: +1
**Strongest force on any atom**: 2.2 eV/Å
**HOMO**: -14.18 eV
**2S+1**: 1

---

> Look up the 2S+1 of the first one.

2